1.
{
  "formula": "C18H8Cl5N2O5Re",
  "method": "ωB97M-V with the def2-TZVPD basis set",
  "species": ["Re", "O", "C", "O", "C", "C", "N", "N", "C", "C", "O", "O", "H", "H", "H", "Cl", "C", "C", "Cl", "C", "Cl", "C", "O", "C", "Cl", "C", "Cl", "C", "C", "C", "C", "C", "C", "C", "H", "H", "H", "H", "H"],
  "coordinates": [[1.19251, -0.30001, 0.90320], [1.50960, -5.96021, -1.78426], [0.62385, -5.31783, -2.49694], [0.07681, -5.74972, -3.46565], [0.21981, -3.89625, -2.09094], [-0.74249, -3.24558, -2.87468], [-0.93877, -2.04089, -2.38650], [-0.17111, -1.82674, -1.28799], [0.57626, -2.97677, -1.12099], [1.63569, -3.10501, -0.08206], [2.25701, -4.09514, 0.10960], [1.80600, -1.95105, 0.57804], [1.87474, -5.47916, -1.02502], [-1.24738, -3.63519, -3.74741], [-1.57405, -1.31401, -2.70609], [2.44867, 4.69801, 5.77492], [1.93130, 3.75259, 4.46871], [2.49919, 2.48012, 4.26901], [3.71073, 1.87691, 5.30183], [2.04782, 1.73544, 3.20402], [2.64022, 0.14227, 2.83478], [1.05777, 2.19806, 2.32978], [0.70214, 1.32949, 1.35832], [0.50644, 3.45514, 2.51915], [-0.70003, 3.99910, 1.44616], [0.94563, 4.23461, 3.59482], [0.27142, 5.77613, 3.84207], [-0.15272, -0.59464, -0.57453], [-1.18292, 0.35945, -0.97806], [-0.78794, 1.66187, -1.31874], [-1.70513, 2.55284, -1.84531], [-3.03161, 2.18027, -2.01140], [-3.45995, 0.92698, -1.57832], [-2.55179, 0.02154, -1.06795], [0.25273, 1.94028, -1.22434], [-1.38640, 3.54489, -2.13611], [-3.73560, 2.87095, -2.45536], [-4.50771, 0.66280, -1.62972], [-2.91077, -0.91155, -0.64604]],
  "nbo_charge": [1.24, -0.62, 0.79, -0.50, -0.16, 0.14, -0.26, -0.17, 0.10, 0.79, -0.44, -0.63, 0.52, 0.31, 0.48, 0.16, -0.06, -0.10, 0.14, -0.02, 0.18, 0.19, -0.50, -0.07, 0.11, -0.07, 0.15, 0.14, -0.25, -0.08, -0.21, -0.12, -0.19, -0.21, 0.22, 0.25, 0.25, 0.25, 0.24],
  "lumo_ev": [-9.02, -9.02],
  "total_charge": 2,
  "homo_lumo_gap_ev": [5.90, 5.90]
}

2.
{
  "formula": "C18H8MoN3O2S2",
  "method": "ωB97M-V with the def2-TZVPD basis set",
  "species": ["Mo", "O", "C", "O", "C", "C", "C", "C", "C", "C", "C", "C", "C", "N", "H", "H", "H", "H", "H", "H", "S", "C", "C", "C", "C", "N", "C", "C", "C", "S", "C", "N", "H", "H"],
  "coordinates": [[2.71855, -0.75872, 0.45178], [4.37075, 0.70616, -2.74759], [3.61967, 0.23897, -1.95805], [3.93583, -0.60372, -0.96278], [2.12436, 0.48884, -1.94551], [1.47669, 1.42092, -2.74582], [0.10541, 1.48037, -2.70216], [-0.62085, 0.52196, -1.96558], [-2.03076, 0.44208, -1.99219], [-2.67767, -0.57835, -1.35279], [-1.94607, -1.57258, -0.67626], [-0.57926, -1.50039, -0.59145], [0.10134, -0.43829, -1.20915], [1.47073, -0.35484, -1.12790], [2.07459, 2.07741, -3.36230], [-0.43272, 2.22861, -3.27088], [-2.58699, 1.18514, -2.54930], [-3.75641, -0.64627, -1.39036], [-2.47732, -2.39691, -0.21858], [-0.00790, -2.28421, -0.10871], [2.44786, -2.19452, 2.23016], [1.16211, -0.98647, 2.30114], [-0.16074, -1.41116, 2.52237], [-1.20102, -0.51495, 2.51889], [-2.54611, -0.98431, 2.65128], [-3.63186, -1.35632, 2.69481], [-0.95232, 0.86436, 2.29918], [0.33639, 1.30943, 2.12670], [1.41624, 0.40680, 2.12521], [3.05824, 1.02497, 1.88559], [-2.05062, 1.78013, 2.23113], [-2.93898, 2.50180, 2.13830], [-0.35746, -2.46166, 2.69134], [0.53629, 2.36573, 2.00950]],
  "nbo_charge": [1.08, -0.46, 0.74, -0.65, 0.14, -0.23, -0.04, -0.11, -0.14, -0.18, -0.15, -0.25, 0.25, -0.52, 0.27, 0.25, 0.24, 0.25, 0.25, 0.23, 0.20, -0.25, -0.13, -0.10, 0.23, -0.20, -0.09, -0.15, -0.22, 0.18, 0.24, -0.20, 0.26, 0.26],
  "s2": 2.025,
  "spin_multiplicity": 3,
  "lumo_ev": [-5.65, -5.59],
  "total_charge": 1,
  "relative_energy_kcal_mol": 0.0,
  "homo_lumo_gap_ev": [7.16, 7.60]
}

3.
{
  "formula": "C19AuF24GeSSb",
  "method": "ωB97M-V with the def2-TZVPD basis set",
  "species": ["Au", "F", "Sb", "F", "F", "F", "F", "F", "F", "C", "C", "C", "F", "C", "F", "C", "F", "C", "F", "Ge", "S", "C", "C", "F", "C", "F", "C", "F", "C", "F", "C", "F", "C", "C", "F", "C", "F", "C", "F", "C", "F", "C", "F", "F", "C", "F", "F"],
  "coordinates": [[1.50289, -2.19761, 0.87708], [2.08239, -4.94003, 1.09790], [1.60486, -5.32824, -0.70579], [1.05461, -7.06875, -0.25391], [-0.10478, -4.59991, -0.33411], [1.11736, -5.54400, -2.51016], [2.17243, -3.50959, -1.08324], [3.36352, -5.90038, -1.05989], [-1.48324, 3.01137, -0.45005], [-2.21483, 2.74040, 0.64225], [-2.05746, 1.52223, 1.28088], [-2.87395, 1.28411, 2.37149], [-2.81662, 0.12630, 3.03249], [-3.79140, 2.22026, 2.82294], [-4.56309, 1.96557, 3.88122], [-3.91012, 3.43157, 2.16649], [-4.79029, 4.33580, 2.59016], [-3.11737, 3.69964, 1.06271], [-3.23873, 4.86500, 0.42389], [-0.67665, 0.28553, 0.60268], [-0.45481, -1.46402, 1.89476], [0.94756, 1.39944, 0.58535], [1.51871, 1.96336, -0.54318], [0.91524, 1.87126, -1.73425], [2.70978, 2.66578, -0.49692], [3.23730, 3.19302, -1.60322], [3.35296, 2.83466, 0.71654], [4.49628, 3.51228, 0.77518], [2.79411, 2.31783, 1.87134], [3.39919, 2.50357, 3.04414], [1.60498, 1.61750, 1.78622], [1.08048, 1.15925, 2.92789], [-1.18305, -0.25650, -1.21937], [-2.50197, -0.24736, -1.64008], [-3.47384, 0.19973, -0.82702], [-2.88895, -0.68984, -2.89225], [-4.16991, -0.65206, -3.26635], [-1.93042, -1.17586, -3.76326], [-2.28611, -1.60147, -4.97166], [-0.60208, -1.21808, -3.37457], [0.31689, -1.68149, -4.21514], [-0.25514, -0.76376, -2.11438], [1.03583, -0.82587, -1.77443], [3.61349, -0.80959, 2.25254], [3.41794, -1.41827, 1.06373], [4.37490, -2.35072, 0.94505], [3.67114, -0.48202, 0.11829]],
  "nbo_charge": [0.79, -0.70, 3.17, -0.68, -0.69, -0.68, -0.70, -0.68, -0.31, 0.41, -0.56, 0.42, -0.30, 0.24, -0.29, 0.29, -0.29, 0.24, -0.29, 1.37, -0.63, -0.58, 0.42, -0.31, 0.24, -0.29, 0.30, -0.28, 0.25, -0.29, 0.41, -0.30, -0.57, 0.41, -0.32, 0.24, -0.29, 0.30, -0.28, 0.26, -0.28, 0.43, -0.31, -0.35, 0.73, -0.33, -0.35],
  "s2": 0.756,
  "spin_multiplicity": 2,
  "lumo_ev": [1.88, 0.11],
  "total_charge": -1,
  "relative_energy_kcal_mol": 2.5,
  "homo_lumo_gap_ev": [8.36, 7.20]
}

4.
{
  "formula": "C19H10BrF10O6PS",
  "method": "ωB97M-V with the def2-TZVPD basis set",
  "species": ["O", "C", "C", "C", "C", "C", "O", "C", "C", "F", "F", "C", "C", "C", "C", "C", "C", "F", "F", "F", "C", "C", "O", "C", "S", "O", "O", "C", "F", "F", "C", "F", "F", "F", "C", "P", "O", "Br", "H", "H", "H", "H", "H", "H", "H", "H", "H", "H"],
  "coordinates": [[-0.43176, -1.75086, 3.02149], [-0.41994, -1.63442, 1.82326], [0.67740, -0.75570, 1.14699], [1.99702, -0.57083, 1.92005], [2.90335, -1.96905, 1.74287], [2.78076, -2.66092, 0.23137], [4.03381, -1.87181, 0.85002], [0.41290, -0.19868, -0.06749], [1.40237, 0.70417, -0.86774], [2.71895, 0.31849, -0.81336], [1.02632, 0.57102, -2.22413], [1.13832, 2.19455, -0.49448], [0.20841, 2.95622, -1.34422], [-0.13126, 4.36699, -1.08042], [0.45876, 5.03395, 0.07210], [1.37533, 4.25926, 0.93681], [1.94448, 5.05903, 2.17126], [2.86315, 5.96089, 1.66607], [0.88000, 5.75716, 2.71224], [2.50751, 4.20442, 3.07131], [1.74199, 2.88001, 0.67569], [-1.01766, -0.46866, -0.64461], [-1.60325, 0.34358, -1.32283], [-1.77992, -1.80504, -0.31220], [-3.01671, -2.57177, -1.41034], [-4.19056, -3.08310, -0.69257], [-2.38011, -3.73823, -2.03637], [-3.70388, -1.39920, -2.69708], [-4.75077, -2.08400, -3.28271], [-4.27694, -0.29419, -2.11994], [-2.68250, -1.04659, -3.86637], [-2.61482, 0.31133, -4.06879], [-3.16520, -1.56116, -5.04398], [-1.40826, -1.47014, -3.62880], [-1.46456, -2.37447, 0.89297], [-2.19646, -3.99673, 1.53566], [-0.90664, -5.05677, 1.87113], [-3.20857, -3.44676, 3.50427], [1.86030, -0.58696, 3.03216], [2.64913, 0.26316, 1.58070], [2.96170, -2.68265, 2.64832], [2.53743, -3.65020, 0.80130], [3.56788, -3.17871, -0.37395], [-0.30945, 2.49926, -2.22558], [-0.82837, 4.95079, -1.73034], [0.19998, 6.10073, 0.25460], [2.43403, 2.30676, 1.34274], [-0.79368, -5.13414, 2.84293]],
  "nbo_charge": [-0.48, 0.53, 0.01, -0.48, 0.23, -0.49, -0.47, -0.12, 0.67, -0.31, -0.34, -0.02, -0.20, -0.21, -0.18, -0.13, 0.98, -0.32, -0.32, -0.31, -0.21, 0.56, -0.49, -0.31, 2.01, -0.86, -0.87, 0.42, -0.28, -0.28, 0.92, -0.30, -0.30, -0.30, -0.35, 1.07, -0.97, -0.21, 0.25, 0.26, 0.22, 0.19, 0.33, 0.26, 0.23, 0.24, 0.23, 0.50],
  "lumo_ev": -2.33,
  "homo_lumo_gap_ev": 6.74,
  "smiles": "O=C1C(C[C@H]2CO2)=C(C(F)(F)c2cccc(C(F)(F)F)c2)C(=O)C(S(=O)(=O)C(F)(F)C(F)(F)F)=C1P(O)Br"
}

Q: Which calculated total energy values were calculated for the entries above? A: -96736.446; -50880.915; -162508.473; -149481.650, in eV.